# 1
ORCA calculation (ωB97M-V/def2-TZVPD) on a 2-piece molecular cluster, C6H15NS overall in a non-equilibrium geometry.

Each line ends with the Mulliken charge.
Positions of all 23 atoms, in Å:
1 C -1.65 -1.06 -0.50  -0.6306
2 C 2.50 0.10 1.39  -1.4031
3 H -1.51 -0.61 1.63  0.3186
4 S -2.31 -1.16 -3.22  -0.1448
5 C -1.29 -0.46 -1.87  -0.8449
6 C -0.93 -0.40 0.65  -0.6304
7 H 2.73 -0.46 0.49  0.4089
8 C 1.05 1.57 -0.17  -1.3232
9 H 0.62 1.01 1.81  0.3358
10 H 0.09 1.81 -0.63  0.3407
11 H 2.42 -0.57 2.26  0.3372
12 H 1.73 1.15 -0.93  0.2762
13 H -0.20 -0.60 -1.97  0.3777
14 N 0.47 -0.71 0.65  -0.3600
15 H -2.64 -0.93 -0.16  0.5302
16 H 3.19 0.95 1.46  0.3671
17 H -3.57 -0.42 -1.75  0.1471
18 H -1.41 0.61 -1.91  0.3772
19 H -1.54 -2.15 -0.48  0.1862
20 H -1.01 0.68 0.55  0.2720
21 H 0.68 -1.36 1.46  0.2722
22 C 1.11 0.53 0.97  0.4133
23 H 1.46 2.49 0.29  0.3766

Computed properties:
- M: 133.26 g/mol
- Total charge: 0
- HOMO energy: -8.9040 eV
- Frontier orbital gap: 7.82 eV
- Calculated total energy: -690.39633 Ha

=====

# 2
ORCA calculation (ωB97M-V/def2-TZVPD) on C10H21IMnNO3P2 as an isolated structure in a non-equilibrium geometry.

Each line ends with the Löwdin spin population.
Positions of all 39 atoms, in Å:
1 H -2.04 -2.21 -2.05  0.0000
2 C -3.19 -1.90 0.72  -0.0071
3 H -1.64 -0.54 -2.54  -0.0005
4 H 2.28 -1.63 -2.14  0.0004
5 H 2.55 -2.83 -0.84  0.0024
6 H -0.03 3.89 -0.32  0.0003
7 H -4.25 -1.68 0.58  -0.0050
8 C -3.17 0.86 -0.05  -0.0299
9 H -0.49 3.44 -1.98  0.0017
10 H -3.36 -1.02 -2.29  -0.0114
11 C -2.32 -1.16 -1.95  -0.0442
12 H -2.95 -1.86 1.79  0.0008
13 H 2.97 -0.28 2.35  0.0001
14 C 0.04 1.81 -0.75  0.0532
15 H 3.91 -1.82 -1.43  -0.0001
16 H -4.20 0.60 0.21  -0.0065
17 C 2.83 -1.84 -1.21  0.0085
18 O -1.42 0.62 4.36  0.0942
19 C -1.15 0.38 3.23  0.0435
20 H 4.41 -0.75 1.40  -0.0014
21 O 0.15 0.98 -1.71  0.0530
22 C 3.34 -0.94 1.54  0.0011
23 O 1.16 2.16 1.40  0.2006
24 Mn 0.07 -0.46 0.48  3.4849
25 H -3.16 1.42 -0.99  -0.0004
26 H -2.76 1.49 0.75  -0.0016
27 N -0.89 0.12 2.09  0.0527
28 P 2.42 -0.55 0.01  -0.0151
29 P -2.18 -0.68 -0.20  -0.2135
30 H 3.31 1.71 0.05  -0.0002
31 H 3.00 1.14 -1.62  -0.0001
32 H -2.97 -2.91 0.35  0.0029
33 I 0.19 -2.75 1.30  0.2172
34 H -1.61 3.14 -0.62  0.0008
35 C -0.56 3.15 -0.93  0.0160
36 C 3.39 0.86 -0.63  -0.0066
37 C 0.69 1.44 0.54  0.1067
38 H 4.45 0.56 -0.73  -0.0014
39 H 3.17 -1.98 1.84  0.0037

Computed properties:
- M: 447.07 g/mol
- Total charge: +2
- HOMO energy (spin up / spin down): -16.2254 / -16.0743 eV
- Frontier orbital gap (spin up / spin down): 5.96 / 5.19 eV
- Multiplicity: 5
- Calculated total energy: -2804.85077 Ha
- <S²>: 6.3960

=====

# 3
ORCA calculation (ωB97M-V/def2-TZVPD) on C18H9Cl5N2O2S2Zr as an isolated structure in a non-equilibrium geometry.

Each line ends with the Löwdin spin population.
Positions of all 39 atoms, in Å:
1 H -4.60 -0.15 -0.49  0.0002
2 C 1.08 -1.28 3.80  0.0006
3 Cl 2.16 0.37 -2.15  0.0379
4 Zr -0.38 0.25 -1.50  0.7867
5 H -1.62 1.60 1.01  0.0008
6 C 1.22 4.23 -1.65  0.0000
7 Cl 4.95 1.78 -2.29  0.0004
8 C -3.93 -3.45 -0.08  0.0057
9 H -2.11 -4.35 -0.77  0.0000
10 S -0.64 -2.24 -2.09  0.0038
11 C 2.13 -2.48 1.99  0.0006
12 C 0.55 -0.79 1.47  0.0134
13 C 1.45 -1.77 1.04  0.0077
14 H 0.93 -1.09 4.86  0.0001
15 C 3.63 4.12 -1.89  0.0002
16 C -4.68 -2.27 0.01  0.0047
17 O -0.06 2.21 -1.77  0.0102
18 Cl 2.54 6.56 -1.50  0.0004
19 Cl 5.15 4.90 -1.94  0.0000
20 C 1.95 -2.25 3.37  -0.0007
21 C 3.55 2.74 -2.04  0.0015
22 C 2.46 4.86 -1.70  0.0013
23 H -5.65 -2.24 0.46  0.0002
24 O -2.42 0.01 -1.53  0.0189
25 C -2.15 -2.26 -1.22  0.0091
26 N -0.25 0.06 0.66  0.0332
27 C -2.69 -3.45 -0.68  0.0025
28 H 2.51 -2.83 4.09  0.0000
29 C 0.38 -0.56 2.82  0.0009
30 Cl -0.24 5.10 -1.40  0.0002
31 H -4.33 -4.38 0.31  0.0002
32 S -0.75 0.72 3.07  0.0076
33 H 2.83 -3.25 1.67  0.0001
34 C -0.94 0.86 1.42  0.0145
35 N -2.91 -1.16 -1.06  0.0178
36 C 1.13 2.85 -1.79  0.0051
37 H 1.59 -1.97 -0.01  0.0055
38 C -4.14 -1.13 -0.49  0.0045
39 C 2.30 2.14 -1.99  0.0045

Computed properties:
- M: 617.91 g/mol
- Total charge: +1
- HOMO energy (spin up / spin down): -9.5128 / -11.4281 eV
- Frontier orbital gap (spin up / spin down): 6.22 / 8.18 eV
- Multiplicity: 2
- Calculated total energy: -4095.56977 Ha
- <S²>: 0.7522

=====

# 4
ORCA calculation (ωB97M-V/def2-TZVPD) on C41H36MoN2O7 as an isolated structure.

Each line ends with the Mulliken charge.
Positions of all 87 atoms, in Å:
1 C -3.74 0.96 -4.09  -0.5829
2 H -1.43 0.80 0.25  1.0731
3 C -2.30 -0.79 -3.30  -0.0719
4 H 0.99 2.33 0.19  0.1950
5 H 7.39 1.96 -1.47  0.4642
6 C 5.49 1.01 -1.30  -0.7628
7 C 6.34 2.01 -1.73  -0.6474
8 H -3.37 -2.56 3.55  0.4471
9 H -0.54 -5.53 -0.36  0.4916
10 C 4.52 3.16 -2.82  -1.2613
11 O 1.88 -1.36 -3.13  -0.3663
12 C -2.85 -0.85 2.38  1.1343
13 H 4.44 0.30 4.31  0.4686
14 C 5.86 3.08 -2.48  -0.7886
15 H 2.12 3.80 -3.99  0.2003
16 O 3.26 0.17 -1.26  -0.2601
17 C 2.64 0.22 3.15  -0.4090
18 H -4.27 1.45 -4.90  0.4817
19 C 3.55 -0.27 4.07  -0.9586
20 C 0.29 2.79 -3.63  -1.2749
21 C -2.63 -5.16 -0.69  -0.7657
22 H 2.75 -3.23 -3.06  0.5057
23 C -0.71 3.17 3.54  -0.9609
24 C -1.65 -0.26 0.45  -0.4024
25 C -0.95 -3.44 -0.62  -0.2130
26 N 1.64 3.05 -3.52  -0.0684
27 C 1.26 -1.73 3.45  -0.2195
28 H -2.72 -2.95 1.94  0.2576
29 C 0.06 1.70 -2.88  0.0654
30 O 1.35 0.01 0.53  -0.1064
31 C -3.36 -2.26 2.50  -1.5516
32 H 2.82 1.19 2.69  0.5103
33 Mo 1.54 -0.42 -1.17  1.3357
34 C 0.23 1.54 2.05  -0.0243
35 C 4.16 1.11 -1.65  0.5667
36 O -0.18 -0.83 -1.32  0.5324
37 H -2.87 -0.55 -5.34  0.4908
38 H -0.33 -1.80 1.27  1.1124
39 C -2.41 -0.30 -2.00  -1.7260
40 H -1.71 -1.68 -3.49  0.5212
41 C 3.64 2.16 -2.40  0.5400
42 H 4.17 4.01 -3.39  0.4004
43 C -1.61 -0.99 -0.92  2.4236
44 H -1.17 3.42 4.49  0.4952
45 H 6.54 3.86 -2.81  0.4572
46 H -4.63 -4.48 -1.05  0.4838
47 H -0.37 3.39 -4.23  0.4854
48 H 0.37 -2.30 3.25  0.4675
49 H -3.32 1.20 -0.74  0.6147
50 H -0.72 5.20 2.84  0.4540
51 C 3.32 -1.50 4.69  -0.5526
52 H -3.37 -0.09 4.31  0.3652
53 H 0.38 4.64 0.70  0.4802
54 C 0.55 0.08 1.81  1.6387
55 C -2.96 -0.16 -4.34  -0.9887
56 O -1.46 -0.81 2.70  -0.2888
57 C 0.16 3.86 1.41  -0.9116
58 C -1.31 -4.78 -0.54  -1.1474
59 C 2.17 -2.22 4.38  -1.0446
60 C -0.69 -0.80 1.53  -0.6201
61 H -4.01 -2.11 -1.20  0.5169
62 H -2.91 -6.20 -0.64  0.4526
63 H 0.09 -3.18 -0.50  0.4095
64 C -1.92 -2.47 -0.85  -0.1924
65 H 5.83 0.17 -0.71  0.5671
66 H -3.25 1.15 3.04  0.3856
67 C -3.25 -2.85 -1.01  -0.1870
68 C -3.20 0.82 -1.74  0.3766
69 H -0.87 1.18 -2.71  0.0769
70 O 2.25 -2.34 -1.25  -0.5320
71 C -3.58 0.13 3.26  -1.7189
72 H -4.65 0.06 3.10  0.4260
73 C 1.49 -0.50 2.84  -0.3160
74 C 2.32 -2.37 -2.54  0.2973
75 H -0.54 1.09 4.00  0.5410
76 H 1.98 -3.16 4.87  0.4649
77 C -3.60 -4.19 -0.93  -0.9673
78 C -0.45 4.18 2.62  -0.6630
79 C 0.49 2.55 1.13  0.0215
80 C -0.37 1.86 3.27  -0.5698
81 C -3.86 1.44 -2.79  -1.1098
82 H -4.37 -2.33 2.11  0.3674
83 O -2.93 -0.38 1.01  -0.4182
84 H -4.49 2.30 -2.59  0.4953
85 C 2.23 2.16 -2.72  0.8117
86 H 4.02 -1.88 5.41  0.4413
87 N 1.27 1.30 -2.29  0.8392

Computed properties:
- M: 764.69 g/mol
- Total charge: +2
- HOMO energy: -13.8064 eV
- Frontier orbital gap: 5.79 eV
- Calculated total energy: -2287.91941 Ha

=====

# 5
ORCA calculation (ωB97M-V/def2-TZVPD) on an isolated molecule of C5H13NOS in a non-equilibrium geometry.

Each line ends with the Mulliken charge.
Positions of all 21 atoms, in Å:
1 H 2.18 -1.66 -1.26  0.3480
2 H -2.64 0.54 1.37  0.2999
3 H -1.83 2.11 1.34  0.3893
4 H 2.03 -0.02 1.06  0.3975
5 H -2.14 0.18 -1.04  0.3938
6 S -3.97 2.01 0.20  -0.2442
7 H 0.03 -0.69 -1.87  0.3430
8 H 1.18 0.51 -1.24  0.3011
9 C -2.36 1.37 0.74  -0.5316
10 H 0.87 -2.35 -0.33  0.3177
11 H -0.58 -0.62 0.71  0.2145
12 H -3.63 2.41 -1.03  0.1040
13 H 4.12 -0.68 1.19  0.3027
14 C 2.22 -1.06 0.80  -0.3928
15 O 3.64 -1.21 0.52  -0.5315
16 C -1.53 0.83 -0.41  -0.7860
17 H -1.19 1.70 -0.99  0.3702
18 C 1.45 -1.43 -0.47  -0.6737
19 H 1.96 -1.73 1.61  0.2301
20 C 0.54 -0.33 -0.97  -0.7021
21 N -0.35 0.13 0.08  -0.1500

Computed properties:
- M: 135.23 g/mol
- Total charge: 0
- HOMO energy: -8.9661 eV
- Frontier orbital gap: 9.85 eV
- Calculated total energy: -726.46035 Ha
- Structure (SMILES): OCCCNCCS

=====

# 6
ORCA calculation (ωB97M-V/def2-TZVPD) on C6H20N2P2Si as an isolated structure in a non-equilibrium geometry.

Each line ends with the Mulliken charge.
Positions of all 31 atoms, in Å:
1 H -0.78 2.36 3.12  0.4438
2 N -1.22 1.52 0.47  -0.4065
3 H 2.11 1.09 -0.13  0.5025
4 C 1.33 -2.73 -0.51  -1.3841
5 H -1.51 -3.82 0.77  0.3757
6 C 0.07 2.70 2.65  -1.2525
7 H 1.70 0.19 1.13  0.4450
8 H -0.75 -3.92 -2.12  0.4641
9 H -2.34 -2.18 0.37  0.3986
10 H 2.71 1.59 1.35  0.4091
11 H -1.08 1.80 -2.07  -0.2464
12 C -1.48 -2.73 0.48  -1.1954
13 H 0.91 4.60 0.54  0.3728
14 H 1.98 -2.03 -1.00  0.3977
15 H -2.18 -2.81 -2.12  0.3791
16 C 1.78 1.18 0.85  -1.5146
17 H -0.99 -2.64 -3.32  0.3149
18 P -0.39 -2.09 -0.89  0.9038
19 H -0.99 -2.45 1.49  0.3388
20 H 1.66 3.43 -0.43  0.3883
21 Si -1.42 0.82 -1.14  0.3040
22 H -2.79 0.23 -1.33  -0.1796
23 H 0.18 3.81 2.81  0.3125
24 H 1.81 -2.75 0.42  0.4212
25 P 0.14 2.23 0.89  0.9123
26 H 1.37 -3.73 -0.92  0.3680
27 C -1.19 -3.03 -2.33  -1.3241
28 N -0.19 -0.56 -1.31  -0.4081
29 H 0.07 4.01 -0.98  0.2980
30 C 0.70 3.75 -0.09  -1.1830
31 H 0.77 2.16 3.34  0.3443

Computed properties:
- M: 210.27 g/mol
- Total charge: 0
- HOMO energy: -7.7737 eV
- Frontier orbital gap: 8.53 eV
- Calculated total energy: -1322.28755 Ha

=====

Question: Which formula does entry 1 have?
Answer: C6H15NS